No. 1
{
  "formula": "C17H22N6STl",
  "method": "the ωB97M-V functional and the def2-TZVPD basis",
  "charge": 1,
  "lumo_ev": -2.5,
  "e_above_lowest_kj_mol": 62.3,
  "gap_ev": 7.93,
  "symbols": ["Tl", "S", "N", "N", "N", "N", "N", "N", "C", "C", "C", "C", "C", "C", "C", "C", "C", "C", "C", "C", "C", "C", "C", "C", "C", "H", "H", "H", "H", "H", "H", "H", "H", "H", "H", "H", "H", "H", "H", "H", "H", "H", "H", "H", "H", "H", "H"],
  "xyz": [[1.289, 0.417, 2.257], [-1.354, -1.129, 0.397], [0.420, -1.191, 0.402], [-0.528, 1.814, 1.394], [0.587, -3.264, -0.675], [3.010, -0.664, -0.364], [-2.062, 3.158, 0.131], [0.118, 3.870, 0.493], [-2.978, 2.035, 0.018], [-0.739, -3.731, -0.411], [-1.725, -2.828, 0.062], [1.408, 3.816, 1.099], [4.317, -0.457, -0.521], [4.804, -2.742, -0.578], [-0.824, 2.922, 0.758], [-0.062, 4.735, -0.661], [-2.419, -5.363, -0.714], [-3.338, -4.545, -0.191], [5.219, -1.468, -0.818], [-2.748, 4.388, 0.438], [2.590, -1.920, -0.281], [-2.999, -3.220, 0.156], [-1.086, -5.038, -0.784], [3.415, -3.005, -0.354], [1.084, -2.148, -0.106], [-3.672, 2.288, -0.786], [1.288, -3.882, -1.033], [-2.387, 1.166, -0.389], [3.125, -4.027, -0.160], [4.691, 0.540, -0.347], [-3.771, 4.115, 0.765], [-0.697, 4.277, -1.358], [1.377, 3.391, 2.097], [-2.648, -6.438, -0.897], [-0.527, 5.707, -0.402], [-4.406, -4.793, -0.235], [6.180, -1.287, -1.168], [5.565, -3.509, -0.731], [-2.224, 4.902, 1.332], [2.056, 3.157, 0.481], [1.763, 4.820, 1.139], [-1.428, 1.605, 1.705], [-3.565, 1.838, 0.958], [0.885, 4.957, -1.145], [-3.746, -2.504, 0.574], [-2.811, 5.093, -0.420], [-0.448, -5.857, -1.126]],
  "forces_ev_per_angstrom": [[0.3, -0.2, -0.1], [1.9, -0.7, -0.2], [-1.5, 0.9, 0.8], [0.4, 1.6, -0.4], [-0.5, -0.1, 0.7], [0.7, 0.6, 1.0], [0.7, -0.8, 1.1], [-1.6, -0.4, -0.1], [0.5, -0.8, -0.8], [0.5, -0.4, -1.0], [2.3, 0.1, -0.6], [0.4, -1.1, -0.5], [-0.5, 0.3, -0.2], [-1.0, -1.1, -1.0], [1.0, 0.7, -1.7], [0.5, 1.5, 0.8], [0.5, -3.2, 0.2], [-2.5, 2.2, -0.1], [-1.5, -0.1, 0.9], [0.1, 1.5, 1.4], [-1.5, -0.6, 0.0], [-2.3, -0.8, 0.9], [0.3, 1.1, 0.3], [2.7, -0.2, 0.3], [0.8, 0.8, -0.9], [-0.2, 0.0, 0.2], [-0.3, -0.5, -0.2], [-0.8, 0.7, 0.9], [-0.3, 0.0, 0.0], [-0.2, 0.4, -0.5], [0.5, 0.5, -0.1], [-0.8, -0.7, -1.0], [-0.2, 0.1, 0.1], [-0.2, 1.1, -0.2], [0.3, -0.4, 0.1], [0.5, -0.2, 0.4], [1.7, 0.5, -0.2], [-0.6, -0.2, 0.3], [-0.9, -0.5, -1.5], [0.1, 0.5, 0.3], [0.7, 0.6, 0.1], [-1.7, -1.9, 1.0], [0.6, -0.1, -0.7], [0.2, -0.1, 0.1], [0.5, -0.8, -0.5], [0.0, -0.5, 0.6], [0.5, 0.8, 0.1]]
}

No. 2
{
  "formula": "C3H3LiNiO4",
  "method": "the ωB97M-V functional and the def2-TZVPD basis",
  "charge": 2,
  "s_squared": 2.01,
  "multiplicity": 3,
  "lumo_ev": [-9.6, -13.5],
  "e_above_lowest_kj_mol": 96.0,
  "gap_ev": [10.13, 5.25],
  "symbols": ["Ni", "O", "O", "O", "O", "C", "C", "C", "Li", "H", "H", "H"],
  "xyz": [[2.466, 0.776, -1.613], [1.858, -1.154, 0.687], [0.396, -1.734, -0.925], [0.797, 0.431, -0.405], [-0.937, -0.273, 1.562], [0.986, -0.955, -0.226], [-1.356, 0.463, 0.694], [-0.550, 0.869, -0.511], [0.280, -1.772, 1.975], [-2.359, 0.922, 0.769], [-1.049, 0.465, -1.406], [-0.531, 1.963, -0.602]],
  "forces_ev_per_angstrom": [[0.0, 0.4, -0.1], [-0.3, -0.8, -0.1], [0.7, -0.5, 1.0], [1.5, -0.9, 0.0], [0.3, -0.4, -0.5], [-1.0, 1.7, -1.2], [-0.2, 0.4, 0.6], [-1.2, 0.4, -0.5], [-0.3, 0.0, 0.7], [0.2, -0.2, -0.1], [0.2, 0.1, 0.1], [0.0, -0.2, 0.1]]
}

No. 3
{
  "formula": "C3H3MnO3",
  "method": "the ωB97M-V functional and the def2-TZVPD basis",
  "s_squared": 12.00,
  "multiplicity": 7,
  "lumo_ev": [-0.8, -1.8],
  "e_above_lowest_kj_mol": 373.2,
  "gap_ev": [6.45, 5.44],
  "symbols": ["Mn", "O", "O", "O", "C", "C", "C", "H", "H", "H"],
  "xyz": [[3.493, 0.285, 0.113], [-1.139, 1.194, -1.241], [0.087, -1.399, -0.531], [2.023, -0.392, -0.987], [-0.399, -0.336, 0.467], [-1.374, 0.670, -0.085], [1.076, -0.614, -0.234], [-2.409, 0.322, 0.157], [-0.671, 1.116, 0.946], [-0.686, -0.845, 1.394]],
  "forces_ev_per_angstrom": [[0.6, 0.4, 0.2], [-0.4, -0.1, 1.4], [1.9, -0.7, -0.3], [1.4, 0.0, -0.3], [-0.5, -0.3, -0.6], [2.6, -1.1, -1.2], [-5.4, -0.3, 0.0], [0.4, 0.7, 0.8], [-1.1, 1.0, 0.1], [0.5, 0.4, -0.1]]
}

No. 4
{
  "formula": "C5H9NO2",
  "method": "the ωB97M-V functional and the def2-TZVPD basis",
  "lumo_ev": [0.8, -0.7],
  "e_above_lowest_kj_mol": 640.4,
  "gap_ev": [9.32, 6.26],
  "symbols": ["O", "O", "N", "C", "C", "C", "C", "C", "H", "H", "H", "H", "H", "H", "H", "H", "H"],
  "xyz": [[-3.109, 1.684, 0.086], [-3.598, -0.497, -0.168], [-0.299, 0.752, -0.681], [-0.466, -0.409, -0.239], [-2.783, 0.377, -0.082], [1.919, 0.293, -0.610], [2.475, 0.035, 0.745], [-0.491, -1.704, -0.083], [-4.086, 1.765, 0.107], [1.949, -0.505, -1.342], [2.048, 1.281, -1.032], [0.401, -2.280, 0.108], [2.170, -0.934, 1.144], [3.575, 0.027, 0.710], [-0.438, 1.497, 0.001], [2.191, 0.812, 1.458], [-1.457, -2.195, -0.121]],
  "forces_ev_per_angstrom": [[0.4, -0.2, -0.1], [0.8, 0.5, 0.0], [0.2, -0.9, 0.5], [-0.9, 0.8, -0.7], [-1.8, -0.4, 0.3], [1.2, 0.4, -0.4], [0.1, 0.0, 0.0], [-0.3, 0.1, 0.1], [0.3, -0.2, 0.0], [-0.2, 0.0, 0.0], [0.1, 0.0, 0.0], [0.1, 0.1, 0.0], [0.0, 0.0, 0.0], [-0.1, 0.0, 0.0], [0.1, 0.0, 0.1], [0.0, 0.0, 0.0], [0.1, 0.0, 0.1]]
}

No. 5
{
  "formula": "C31H35ClMnN2Si2",
  "method": "the ωB97M-V functional and the def2-TZVPD basis",
  "charge": 1,
  "s_squared": 6.27,
  "multiplicity": 5,
  "lumo_ev": [-3.9, -3.0],
  "e_above_lowest_kj_mol": 0.0,
  "gap_ev": [6.71, 7.60],
  "symbols": ["Mn", "Cl", "Si", "Si", "N", "N", "C", "C", "C", "C", "C", "C", "C", "C", "C", "C", "C", "C", "C", "C", "C", "C", "C", "C", "C", "C", "C", "C", "C", "C", "C", "C", "C", "C", "C", "C", "C", "H", "H", "H", "H", "H", "H", "H", "H", "H", "H", "H", "H", "H", "H", "H", "H", "H", "H", "H", "H", "H", "H", "H", "H", "H", "H", "H", "H", "H", "H", "H", "H", "H", "H", "H"],
  "xyz": [[0.423, -1.115, 3.801], [0.079, -1.998, -0.080], [-0.825, -0.958, -3.841], [0.348, -0.508, 1.290], [2.205, -2.193, 3.799], [-0.375, -3.035, 3.851], [0.889, -0.531, -6.152], [3.522, 2.112, 1.245], [2.344, 0.344, -0.582], [-4.522, 1.833, -4.426], [-1.101, 1.904, 0.818], [2.802, 0.969, -6.087], [3.326, 1.237, -1.025], [-3.255, 2.264, -4.855], [1.880, 0.401, 0.740], [0.171, 0.899, 4.532], [0.627, -0.268, -4.792], [-2.172, 1.368, -4.831], [-1.049, 0.168, 4.733], [-3.458, 2.176, 1.285], [1.453, 0.627, -4.103], [-1.181, 0.568, 1.224], [1.212, 0.252, 5.286], [0.635, -0.893, 5.949], [-3.551, 0.835, 1.682], [-2.312, 0.071, -4.314], [-4.710, 0.481, -4.094], [2.520, 1.246, 1.668], [0.652, -4.075, 4.166], [1.972, 0.085, -6.798], [-0.769, -0.929, 5.619], [3.876, 2.139, -0.115], [-2.420, 0.024, 1.599], [-2.235, 2.720, 0.866], [2.533, 1.255, -4.740], [2.017, -3.672, 3.628], [-3.618, -0.396, -4.067], [1.941, -0.382, -1.285], [2.114, -3.920, 2.559], [-0.542, -0.613, -2.425], [4.610, 2.866, -0.458], [-1.527, -1.598, 6.040], [-1.212, 1.708, -5.209], [-4.487, 0.415, 2.062], [-5.365, 2.541, -4.392], [0.695, -4.170, 5.262], [2.213, 1.245, 2.710], [-5.729, 0.121, -3.871], [-2.161, 3.780, 0.595], [-3.780, -1.443, -3.838], [3.156, 1.974, -4.188], [-0.841, -3.187, 2.954], [2.807, -4.217, 4.173], [-3.128, 3.290, -5.224], [2.697, -1.992, 4.672], [3.999, 2.779, 1.973], [0.245, -1.200, -6.715], [0.259, 1.831, 3.973], [-4.348, 2.802, 1.322], [-1.128, -3.060, 4.541], [2.778, -1.763, 3.066], [2.224, 0.646, 5.406], [3.659, 1.452, -6.585], [0.341, -5.051, 3.751], [-0.153, 2.317, 0.485], [3.643, 1.221, -2.075], [1.148, -1.552, 6.662], [2.173, -0.108, -7.863], [-2.492, -1.036, 1.845], [-0.962, -2.425, -4.074], [-2.022, 0.458, 4.335], [1.241, 0.864, -3.064]],
  "forces_ev_per_angstrom": [[0.3, -0.7, -2.8], [-0.1, -0.9, 0.0], [0.2, 0.4, -0.5], [-0.1, 0.7, 0.6], [1.2, -0.6, -0.2], [-0.7, -1.3, -0.3], [0.5, 0.5, 0.2], [0.0, 0.1, -0.2], [0.2, 0.3, 0.0], [0.3, -0.1, -0.1], [-0.4, 0.1, 0.4], [0.0, 0.1, 0.1], [-0.1, -0.1, 0.3], [-0.2, -0.4, 0.1], [0.2, -0.1, 0.3], [0.4, -0.1, 0.6], [0.3, -0.1, -0.2], [-0.4, 0.4, 0.3], [-0.2, -0.2, 1.3], [0.2, 0.1, 0.2], [0.4, 0.3, -0.5], [0.0, -0.2, -0.5], [-0.8, 0.7, 1.2], [-0.4, 1.2, 0.3], [0.2, -0.1, -0.2], [-0.8, -0.2, -0.5], [-0.1, 0.1, -0.1], [0.0, 0.0, -0.6], [-0.6, -0.3, 0.1], [0.0, 0.1, 0.2], [-0.3, 1.7, 0.8], [0.2, 0.1, 0.2], [0.0, 0.5, 0.1], [-0.3, -0.2, 0.0], [0.0, -0.1, -0.2], [0.6, 0.3, -0.3], [-0.1, 0.8, 0.2], [-0.1, 0.2, 0.2], [-0.1, 0.2, 0.4], [0.0, -0.3, -0.1], [-0.1, -0.2, 0.1], [0.5, 0.2, -0.3], [0.0, 0.0, 0.2], [0.3, 0.2, -0.3], [0.5, -0.5, -0.1], [-0.1, 0.1, -0.4], [0.0, 0.0, -0.1], [0.7, 0.2, -0.1], [-0.1, -0.5, 0.0], [0.0, 0.0, 0.2], [-0.3, -0.4, -0.3], [0.3, -0.3, 0.0], [-0.3, 0.1, -0.3], [0.0, -0.5, 0.2], [-0.1, -0.2, -0.3], [-0.1, -0.2, -0.4], [0.1, 0.0, 0.1], [0.0, -0.4, 0.1], [0.2, -0.1, 0.0], [0.4, -0.2, -0.3], [-0.1, -0.5, 0.1], [-0.4, -0.4, -0.1], [-0.6, -0.3, 0.3], [0.3, 0.4, 0.3], [-0.1, 0.0, 0.1], [-0.1, 0.0, 0.5], [-0.3, 0.3, -0.5], [-0.1, 0.1, 0.6], [0.0, 0.1, 0.1], [-0.2, 0.2, 0.2], [0.4, -0.3, 0.1], [0.0, 0.0, -0.1]]
}

No. 6
{
  "formula": "C9H13BiBrClI2NOP",
  "method": "the ωB97M-V functional and the def2-TZVPD basis",
  "charge": 2,
  "lumo_ev": -10.1,
  "gap_ev": 4.95,
  "symbols": ["Bi", "I", "I", "Br", "Cl", "P", "O", "N", "C", "C", "C", "C", "C", "C", "C", "C", "C", "H", "H", "H", "H", "H", "H", "H", "H", "H", "H", "H", "H", "H"],
  "xyz": [[0.516, -1.373, -0.189], [2.027, -3.945, -1.458], [-0.815, -4.027, -0.693], [-0.035, -2.724, 5.287], [2.585, 0.047, -0.099], [0.041, 0.488, -2.304], [-3.327, -0.026, 0.136], [-0.002, -0.035, 2.161], [0.049, 1.276, 4.132], [0.035, 1.181, 2.746], [0.023, 0.131, 4.915], [0.920, 2.101, -2.642], [-0.076, -1.184, 2.888], [-1.596, 0.736, -3.164], [0.931, -0.698, -3.393], [-2.219, -0.152, -0.097], [-0.026, -1.112, 4.280], [0.929, -0.260, -4.404], [0.033, 0.194, 5.993], [1.970, -0.807, -3.026], [-2.148, -0.221, -3.103], [0.105, 2.161, 2.211], [0.063, 2.258, 4.604], [-0.091, -2.168, 2.392], [-2.136, 1.564, -2.660], [0.990, 2.268, -3.733], [1.942, 2.064, -2.220], [-1.399, 1.006, -4.223], [0.366, -1.649, -3.397], [0.342, 2.937, -2.203]],
  "forces_ev_per_angstrom": [[1.1, 4.4, 0.9], [-2.0, -0.1, 0.6], [1.2, -1.5, -1.0], [0.0, 0.5, -0.3], [-0.4, -0.7, -0.1], [0.4, 0.1, -1.6], [2.4, -0.1, -0.5], [-0.2, -0.9, -1.1], [-0.2, 0.0, 0.2], [0.3, 0.0, 0.3], [-0.1, -0.2, -0.4], [0.0, -0.1, 0.8], [0.5, 1.5, 0.8], [0.4, -0.3, 0.7], [-0.2, 0.4, -0.1], [-2.8, -0.1, 0.8], [-0.2, -0.5, 0.0], [0.2, -0.4, 0.2], [0.0, 0.0, 0.0], [-0.5, -0.1, -0.3], [0.0, 0.6, -0.2], [-0.1, -1.5, -0.2], [0.1, -0.3, -0.1], [-0.1, 0.5, 0.2], [0.2, -0.6, -0.3], [-0.2, -0.4, 0.4], [-0.6, 0.1, -0.1], [-0.1, -0.2, 0.7], [0.5, 0.3, -0.1], [0.4, -0.5, -0.1]]
}

no.,strongest force on any atom (eV/A),E (a.u.)
1,3.3,-1559.970570
2,2.3,-1932.163104
3,5.4,-1492.552072
4,1.9,-400.932862
5,2.9,-3501.779643
6,4.6,-4665.693813